Formula: F2K2NNaO4S2
Source: the Open Molecules 2025 dataset
Level of theory: ωB97M-V/def2-TZVPD

Kohn-Sham gap in eV: 10.335
Energy in Eh: -2713.08792
E_HOMO in eV: -19.0

```
! wB97M-V def2-TZVPD RIJCOSX def2/J DEFGRID3
* xyz 2 1
Na -1.427 -1.825 0.244
K 0.443 2.216 -1.402
K -2.543 1.379 0.730
N -0.251 -0.910 -0.071
S -0.154 0.456 0.930
O -0.739 1.701 0.466
O 1.025 0.538 1.766
F -1.290 -0.142 1.952
S 0.991 -0.705 -0.804
O 2.216 -1.303 -0.223
O 0.948 0.431 -1.721
F 0.781 -1.835 -1.867
*
```


Formula: F2N2O2
Source: the Open Molecules 2025 dataset
Level of theory: ωB97M-V/def2-TZVPD

Kohn-Sham gap (spin up / spin down) in eV: 10.044 / 7.798
Energy in Eh: -459.33207
E_HOMO (spin up / spin down) in eV: -10.3 / -12.4

```
! wB97M-V def2-TZVPD RIJCOSX def2/J DEFGRID3
* xyz 0 3
N 0.003 0.809 -0.418
N 0.453 -0.394 0.532
O 0.663 -1.364 -0.058
O 0.554 -0.101 1.656
F 0.030 0.354 -1.648
F -1.703 0.696 -0.065
*
```


Formula: F2O2S
Source: the Open Molecules 2025 dataset
Level of theory: ωB97M-V/def2-TZVPD

Kohn-Sham gap in eV: 11.768
Energy in Eh: -748.23413
E_HOMO in eV: -11.8

```
! wB97M-V def2-TZVPD RIJCOSX def2/J DEFGRID3
* xyz 0 1
O -1.683 -0.739 -0.220
O 0.387 0.872 -0.717
F 1.683 0.915 -0.529
F -0.140 -0.348 1.532
S -0.246 -0.701 -0.067
*
```


Formula: F2PRh
Source: the Open Molecules 2025 dataset
Level of theory: ωB97M-V/def2-TZVPD

Kohn-Sham gap (spin up / spin down) in eV: 6.960 / 7.978
Energy in Eh: -650.61339
E_HOMO (spin up / spin down) in eV: -21.7 / -23.3

```
! wB97M-V def2-TZVPD RIJCOSX def2/J DEFGRID3
* xyz 2 5
F -0.522 -0.865 -1.710
P -0.667 -1.305 -0.169
F 0.144 1.842 1.033
Rh 1.045 0.328 0.846
*
```


Formula: F2Zn2
Source: the Open Molecules 2025 dataset
Level of theory: ωB97M-V/def2-TZVPD

Kohn-Sham gap in eV: 3.801
Energy in Eh: -3757.44560
E_HOMO in eV: -19.6

```
! wB97M-V def2-TZVPD RIJCOSX def2/J DEFGRID3
* xyz 2 1
Zn -0.268 -2.510 1.455
Zn 0.617 0.456 -1.131
F -0.087 -0.220 0.524
F -0.263 2.274 -0.848
*
```


Formula: F3H3S2Si2
Source: the Open Molecules 2025 dataset
Level of theory: ωB97M-V/def2-TZVPD

Kohn-Sham gap (spin up / spin down) in eV: 7.293 / 6.513
Energy in Eh: -1676.89999
E_HOMO (spin up / spin down) in eV: -8.7 / -8.1

```
! wB97M-V def2-TZVPD RIJCOSX def2/J DEFGRID3
* xyz 0 1
F 1.250 4.302 -1.363
F 2.943 2.736 -2.429
F 0.625 3.194 -3.552
Si 0.163 -0.200 -0.578
Si 1.367 2.941 -2.186
S -0.680 0.207 1.344
S 1.641 -1.641 -0.436
H -0.626 -0.776 -1.650
H -1.418 1.160 1.067
H 2.062 -1.206 0.745
*
```


Formula: F42Na4P7
Source: the Open Molecules 2025 dataset
Level of theory: ωB97M-V/def2-TZVPD

Kohn-Sham gap in eV: 6.644
Energy in Eh: -7234.79465
E_HOMO in eV: -4.8

```
! wB97M-V def2-TZVPD RIJCOSX def2/J DEFGRID3
* xyz -3 1
Na -10.327 17.657 -15.550
Na -6.556 15.851 -10.682
Na -14.691 12.651 -9.653
Na -12.822 11.588 -15.269
P -13.602 14.681 -19.351
F -13.192 16.291 -19.395
F -14.799 14.976 -20.391
F -12.522 14.214 -20.533
F -14.014 13.104 -19.227
F -12.618 14.318 -18.177
F -14.731 14.909 -18.265
P -9.875 7.980 -15.620
F -10.998 7.443 -16.685
F -11.236 8.127 -14.673
F -9.814 6.428 -15.129
F -8.913 8.410 -14.429
F -8.555 7.717 -16.665
F -10.177 9.544 -16.138
P -14.176 16.376 -7.020
F -14.815 16.083 -8.486
F -15.483 15.830 -6.216
F -13.648 14.814 -7.056
F -13.421 16.592 -5.596
F -12.843 16.882 -7.888
F -14.792 17.866 -7.125
P -6.646 20.037 -14.488
F -5.143 20.121 -15.161
F -6.794 18.692 -15.335
F -6.033 19.074 -13.307
F -8.179 19.940 -13.988
F -6.580 21.405 -13.683
F -7.197 20.780 -15.815
P -11.229 22.244 -9.508
F -11.409 20.783 -10.189
F -10.187 22.724 -10.707
F -12.496 22.788 -10.408
F -11.272 23.656 -8.769
F -12.280 21.602 -8.529
F -10.070 21.600 -8.560
P -12.321 9.009 -9.993
F -12.229 7.748 -10.959
F -11.844 8.075 -8.741
F -10.759 9.516 -10.313
F -12.481 10.204 -8.940
F -12.780 10.167 -11.146
F -13.879 8.831 -9.691
P -10.571 14.926 -12.491
F -10.437 13.399 -13.270
F -11.985 14.443 -11.716
F -9.572 14.420 -11.310
F -10.708 16.455 -11.830
F -9.234 15.537 -13.241
F -11.621 15.316 -13.766
*
```


Formula: F5Li3Sr
Source: the Open Molecules 2025 dataset
Level of theory: ωB97M-V/def2-TZVPD

Kohn-Sham gap in eV: 4.463
Energy in Eh: -552.85062
E_HOMO in eV: -6.7

```
! wB97M-V def2-TZVPD RIJCOSX def2/J DEFGRID3
* xyz 0 1
Sr -15.578 -5.395 -14.042
Li -15.216 -2.789 -12.922
Li -13.743 -2.079 -15.073
Li -14.029 -3.003 -10.383
F -17.222 -1.365 -12.630
F -15.437 -4.060 -11.403
F -13.398 -1.993 -12.086
F -13.215 -4.327 -14.303
F -15.686 -2.982 -15.007
*
```


Formula: F6H18O9P
Source: the Open Molecules 2025 dataset
Level of theory: ωB97M-V/def2-TZVPD

Kohn-Sham gap in eV: 11.406
Energy in Eh: -1628.79914
E_HOMO in eV: -8.8

```
! wB97M-V def2-TZVPD RIJCOSX def2/J DEFGRID3
* xyz -1 1
P -0.774 -0.216 0.679
F -0.253 -0.820 2.100
F -2.158 0.401 1.245
F 0.091 1.079 0.974
F -1.153 0.306 -0.769
F 0.594 -0.751 -0.038
F -1.543 -1.634 0.367
O 0.706 -2.288 6.351
H 0.215 -2.196 5.534
H 0.051 -2.557 6.995
O 1.451 -1.556 -4.853
H 1.723 -1.035 -4.098
H 0.924 -2.263 -4.480
O -4.973 0.125 -3.533
H -5.362 0.214 -2.662
H -5.029 -0.811 -3.726
O 2.149 3.044 -2.872
H 2.815 3.439 -2.309
H 1.611 2.523 -2.276
O 4.674 -3.872 1.648
H 5.348 -3.260 1.943
H 3.935 -3.316 1.403
O -1.302 -4.776 -2.886
H -1.789 -3.995 -2.621
H -1.413 -5.386 -2.157
O -5.235 4.164 0.006
H -4.677 3.469 0.355
H -5.926 4.269 0.660
O 1.028 5.561 0.874
H 0.654 4.776 0.474
H 1.519 5.980 0.166
O 4.308 0.583 2.253
H 3.391 0.385 2.062
H 4.400 0.414 3.190
*
```


Formula: F6InN2O6P
Source: the Open Molecules 2025 dataset
Level of theory: ωB97M-V/def2-TZVPD

Kohn-Sham gap in eV: 5.092
Energy in Eh: -1691.40866
E_HOMO in eV: -11.5

```
! wB97M-V def2-TZVPD RIJCOSX def2/J DEFGRID3
* xyz 0 1
In -0.310 -0.935 -1.617
N -2.482 -1.221 0.417
O -1.285 -1.536 0.288
O -2.936 -0.758 -0.606
O -3.049 -1.174 1.515
N 2.282 -1.245 -0.612
O 1.876 -0.499 -1.534
O 1.464 -1.807 0.028
O 3.455 -1.374 -0.307
P 0.154 1.521 0.376
F 1.724 1.772 0.541
F 0.386 -0.093 0.362
F 0.044 1.567 1.991
F -1.422 1.164 0.035
F -0.182 3.114 0.407
F 0.281 1.505 -1.286
*
```


Formula: F8N4Na3O16S8
Source: the Open Molecules 2025 dataset
Level of theory: ωB97M-V/def2-TZVPD

Kohn-Sham gap in eV: 6.886
Energy in Eh: -5894.31732
E_HOMO in eV: -7.1

```
! wB97M-V def2-TZVPD RIJCOSX def2/J DEFGRID3
* xyz -1 1
Na -0.289 -0.135 0.028
Na -0.847 2.344 1.472
Na -0.478 -1.551 2.574
N 3.546 -2.647 -2.519
S 1.894 -2.611 -2.586
O 1.429 -2.887 -3.903
O 1.062 -1.822 -1.720
F 1.750 -4.065 -1.873
S 3.860 -1.137 -2.657
O 3.945 -0.363 -1.443
O 3.360 -0.494 -3.852
F 5.454 -1.307 -2.967
N -2.120 -1.408 0.874
S -3.559 -0.732 1.379
O -4.139 -1.276 2.583
O -4.441 -0.169 0.425
F -2.885 0.616 1.949
S -2.803 -2.652 0.134
O -3.581 -2.245 -0.998
O -3.215 -3.716 1.008
F -1.465 -3.246 -0.481
N -0.760 2.221 -0.873
S -2.266 2.701 -1.473
O -2.893 1.652 -2.197
O -2.459 4.062 -1.862
F -3.021 2.565 -0.074
S 0.062 2.837 -2.020
O 0.307 4.248 -1.889
O -0.032 2.302 -3.359
F 1.436 2.111 -1.516
N 0.750 0.662 2.348
S 2.287 0.584 2.267
O 2.826 -0.638 2.781
O 3.062 1.777 2.214
F 2.230 0.279 0.653
S 0.768 1.021 4.027
O 0.814 2.384 4.490
O 1.243 -0.037 4.856
F -0.829 0.773 4.200
*
```


Formula: FFeHMgNO3S2
Source: the Open Molecules 2025 dataset
Level of theory: ωB97M-V/def2-TZVPD

Kohn-Sham gap (spin up / spin down) in eV: 3.739 / 5.538
Energy in Eh: -2640.94422
E_HOMO (spin up / spin down) in eV: -6.2 / -8.0

```
! wB97M-V def2-TZVPD RIJCOSX def2/J DEFGRID3
* xyz 0 6
Fe 1.203 3.338 0.156
N 0.174 0.557 -0.957
S 0.304 2.105 -1.842
S 1.213 0.271 0.181
O -0.836 -1.835 1.038
O 1.711 1.558 0.818
F 2.638 -0.125 -0.670
Mg -1.417 -1.102 -0.678
O -2.194 -2.512 0.622
H -2.795 -2.254 1.332
*
```